A cluster of 5 separate species, C2H14N2O4 in total at a distorted geometry, computed with ωB97M-V with the def2-TZVPD basis set.

Values from the calculation:
HOMO (spin up / spin down): 0.8 / -5.0 eV
Multiplicity: 2
Energy above the lowest of the compared OMol25 structures with the same formula, charge and spin: 19.29 kcal/mol
Charge: -1
Total energy: -13469.5540 eV
HOMO-LUMO gap (spin up / spin down): 2.7 / 8.3 eV

Each line ends with the Mulliken charge.
Positions of all 22 atoms, in Å:
C: 1.368 1.110 0.900  -0.49
C: 1.042 2.333 0.481  -0.21
N: 1.403 2.830 -0.838  -0.60
N: 0.852 0.510 2.110  -0.70
H: 2.052 0.511 0.296  0.22
H: 0.277 2.936 1.039  0.48
H: 2.397 2.828 -0.996  0.25
H: 1.017 3.758 -1.019  0.24
H: 1.153 -0.454 2.248  0.37
H: -0.144 0.631 2.087  0.24
H: -0.865 -2.595 2.099  0.33
H: -0.778 -2.846 0.614  0.41
O: -0.529 -3.240 1.473  -0.85
H: -3.130 1.137 -0.559  0.45
H: -1.735 1.791 -0.186  0.35
O: -2.666 1.735 0.038  -0.97
H: -1.481 -2.182 -1.523  0.41
H: -2.377 -2.573 -0.250  0.56
O: -1.672 -2.024 -0.596  -1.26
H: 1.743 -1.641 -3.501  0.50
H: 1.532 -1.838 -1.939  0.35
O: 1.122 -1.900 -2.820  -1.08


A cluster of 9 separate species, C9H24Cl6N6O12 in total at a distorted geometry, computed with ωB97M-V with the def2-TZVPD basis set.

Values from the calculation:
HOMO: -10.4 eV
Energy above the lowest of the compared OMol25 structures with the same formula, charge and spin: 2.96 kcal/mol
Charge: 0
SMILES string: C[N+](=O)[O-].C[N+](=O)[O-].C[N+](=O)[O-].C[N+](=O)[O-].C[N+](=O)[O-].C[N+](=O)[O-].ClCCl.ClCCl.ClCCl
Total energy: -118350.3265 eV
HOMO-LUMO gap: 10.0 eV

Each line ends with the Mulliken charge.
Positions of all 57 atoms, in Å:
C: -6.419 -3.003 -10.175  -0.85
N: -7.554 -2.759 -9.239  0.88
O: -7.875 -3.697 -8.555  -0.52
O: -8.110 -1.691 -9.314  -0.46
H: -5.555 -3.381 -9.636  0.31
H: -6.232 -2.096 -10.733  0.32
H: -6.766 -3.829 -10.794  0.31
C: -14.711 -4.382 -5.297  -0.87
N: -13.762 -3.785 -6.303  0.81
O: -13.583 -4.449 -7.303  -0.41
O: -13.247 -2.715 -6.080  -0.54
H: -14.274 -5.268 -4.846  0.31
H: -15.638 -4.514 -5.839  0.31
H: -14.799 -3.677 -4.472  0.32
C: -10.213 -5.758 -7.443  -0.38
N: -11.219 -6.855 -7.441  0.97
O: -11.932 -6.968 -8.419  -0.48
O: -11.225 -7.614 -6.495  -0.61
H: -10.440 -5.223 -6.518  0.22
H: -10.386 -5.119 -8.301  0.06
H: -9.197 -6.115 -7.314  0.36
C: -11.722 -1.718 -8.528  -0.44
N: -11.986 -2.904 -9.383  0.93
O: -11.188 -3.811 -9.415  -0.79
O: -13.050 -2.871 -9.959  -0.20
H: -12.435 -1.793 -7.710  0.14
H: -11.967 -0.911 -9.216  0.25
H: -10.690 -1.623 -8.208  0.04
C: -13.672 -5.624 -10.687  -0.63
N: -14.606 -6.777 -10.857  1.03
O: -15.750 -6.704 -10.529  -0.60
O: -14.119 -7.747 -11.393  -0.57
H: -13.864 -5.237 -9.692  0.01
H: -13.961 -4.854 -11.399  0.45
H: -12.652 -5.914 -10.893  0.30
C: -8.785 1.219 -8.950  -0.47
N: -7.566 1.856 -8.384  0.91
O: -7.447 3.056 -8.381  -0.56
O: -6.813 1.089 -7.806  -0.54
H: -9.429 1.981 -9.372  0.34
H: -9.270 0.682 -8.141  0.13
H: -8.419 0.502 -9.676  0.21
C: -10.354 -1.531 -4.833  0.27
Cl: -11.200 -0.034 -5.297  -0.16
Cl: -11.091 -2.394 -3.466  -0.17
H: -10.464 -2.190 -5.685  -0.34
H: -9.329 -1.310 -4.570  0.40
C: -15.764 -1.065 -10.566  0.21
Cl: -15.009 -0.515 -12.074  -0.15
Cl: -15.392 0.070 -9.243  -0.18
H: -16.820 -1.264 -10.700  0.37
H: -15.281 -1.994 -10.276  -0.26
C: -11.117 -1.751 -13.451  -0.43
Cl: -11.423 -1.089 -11.850  -0.05
Cl: -12.602 -1.970 -14.378  -0.15
H: -10.415 -1.109 -13.974  0.36
H: -10.654 -2.729 -13.369  0.24


A cluster of 2 separate species, C6H14N2O2 in total at a distorted geometry, computed with ωB97M-V with the def2-TZVPD basis set.

Values from the calculation:
HOMO: -8.9 eV
Energy above the lowest of the compared OMol25 structures with the same formula, charge and spin: 67.27 kcal/mol
Charge: 0
SMILES string: CNC(C)=O.CNC(C)=O
Total energy: -13522.7073 eV
HOMO-LUMO gap: 9.5 eV

Each line ends with the Mulliken charge.
Positions of all 24 atoms, in Å:
C: 2.343 0.477 2.088  -0.99
C: -0.424 2.397 0.321  -0.62
C: 1.131 0.874 1.398  0.68
O: 0.171 0.054 1.345  -0.66
N: 0.921 2.071 0.762  -0.18
H: 3.195 0.598 1.333  0.30
H: 1.619 2.875 0.814  0.25
H: -0.835 1.518 -0.127  0.06
H: 2.531 1.203 3.017  0.31
H: 2.190 -0.640 2.276  0.23
H: -1.064 2.754 1.232  0.24
H: -0.572 3.198 -0.363  0.35
C: -2.134 -0.647 -2.341  -0.89
C: 0.218 -2.331 -0.053  -1.07
C: -0.205 -1.621 -1.261  0.86
O: 0.331 -1.293 -2.312  -0.61
N: -1.597 -1.219 -1.148  -0.29
H: -1.941 -0.850 -0.199  0.31
H: -3.095 -0.176 -2.291  0.38
H: -0.533 -3.207 0.441  0.27
H: -1.434 0.159 -2.761  0.24
H: -2.360 -1.510 -2.918  0.31
H: 1.153 -2.862 -0.186  0.35
H: 0.392 -1.823 0.934  0.17


A cluster of 6 separate species, C22H36F12O14S2 in total at a distorted geometry, computed with ωB97M-V with the def2-TZVPD basis set.

Values from the calculation:
HOMO: -11.1 eV
Energy above the lowest of the compared OMol25 structures with the same formula, charge and spin: 68.96 kcal/mol
Charge: 0
SMILES string: CCOC(=O)C(F)(F)F.CCOC(=O)C(F)(F)F.CCOC(=O)C(F)(F)F.CCOC(=O)C(F)(F)F.CCOS(C)(=O)=O.CCOS(C)(=O)=O
Total energy: -106340.1459 eV
HOMO-LUMO gap: 11.2 eV

Each line ends with the Mulliken charge.
Positions of all 86 atoms, in Å:
O: -3.157 1.266 4.309  -0.59
S: -1.715 1.394 4.033  1.16
O: -0.830 2.043 4.997  -0.58
O: -1.114 -0.080 3.657  -0.31
C: -1.800 -0.792 2.624  -0.35
C: -0.705 -1.091 1.625  -1.00
C: -1.593 2.232 2.332  -0.91
H: -2.660 -0.213 2.285  0.42
H: -2.184 -1.696 3.096  0.30
H: -0.943 -1.738 0.781  0.35
H: 0.156 -1.493 2.160  0.30
H: -0.364 -0.139 1.218  0.24
H: -1.945 3.228 2.600  0.35
H: -2.260 1.792 1.590  0.34
H: -0.550 2.236 2.012  0.31
O: -1.492 8.487 -4.605  -0.58
S: -1.113 8.105 -3.265  1.11
O: -2.002 7.204 -2.531  -0.59
O: 0.455 7.507 -3.295  -0.31
C: 0.925 6.763 -2.222  -0.23
C: 1.247 5.327 -2.779  -1.14
C: -0.827 9.620 -2.218  -0.87
H: 0.227 6.736 -1.385  0.39
H: 1.811 7.353 -1.983  0.28
H: 1.933 5.228 -3.620  0.32
H: 0.314 4.875 -3.116  0.29
H: 1.654 4.700 -1.985  0.35
H: -0.535 9.308 -1.215  0.31
H: -1.745 10.203 -2.283  0.36
H: -0.058 10.130 -2.798  0.32
C: 0.830 8.203 4.482  -1.07
C: 2.125 7.819 5.284  -0.21
O: 3.339 8.344 4.691  -0.28
C: 3.873 7.743 3.559  0.38
O: 3.466 6.702 3.040  -0.52
C: 5.161 8.446 3.071  0.82
F: 6.155 7.641 3.302  -0.24
F: 5.165 8.687 1.741  -0.23
F: 5.439 9.601 3.757  -0.24
H: -0.001 7.577 4.806  0.35
H: 0.909 7.936 3.428  0.31
H: 0.644 9.277 4.466  0.32
H: 2.173 6.731 5.343  0.34
H: 2.012 8.285 6.263  0.28
C: -9.397 -0.388 -2.195  -1.08
C: -7.846 -0.111 -2.254  -0.29
O: -7.194 -1.327 -2.528  -0.20
C: -5.932 -1.417 -2.407  0.42
O: -5.188 -0.528 -1.997  -0.57
C: -5.353 -2.859 -2.713  0.82
F: -4.110 -2.839 -3.116  -0.22
F: -5.203 -3.525 -1.539  -0.26
F: -6.231 -3.587 -3.494  -0.23
H: -9.703 -0.691 -1.193  0.30
H: -9.696 -1.133 -2.932  0.32
H: -9.917 0.560 -2.331  0.36
H: -7.532 0.366 -1.326  0.33
H: -7.620 0.576 -3.069  0.30
C: 2.707 -13.159 2.202  -1.11
C: 1.317 -12.747 1.613  -0.20
O: 1.107 -11.323 1.433  -0.29
C: 0.604 -10.571 2.365  0.42
O: 0.352 -10.957 3.506  -0.54
C: 0.249 -9.114 1.978  0.83
F: 0.782 -8.278 2.934  -0.24
F: 0.688 -8.795 0.789  -0.23
F: -1.105 -8.947 1.982  -0.25
H: 2.851 -14.184 1.858  0.37
H: 2.755 -13.284 3.284  0.31
H: 3.550 -12.543 1.888  0.31
H: 0.545 -13.164 2.261  0.29
H: 1.328 -13.290 0.668  0.33
C: 3.636 -5.432 -4.988  -0.92
C: 4.147 -5.260 -3.524  -0.25
O: 4.136 -3.882 -3.072  -0.28
C: 5.060 -3.034 -3.569  0.34
O: 6.057 -3.332 -4.274  -0.52
C: 5.084 -1.673 -2.936  0.86
F: 4.173 -1.465 -2.030  -0.23
F: 6.284 -1.516 -2.270  -0.27
F: 5.111 -0.729 -3.887  -0.24
H: 4.256 -6.145 -5.531  0.26
H: 3.618 -4.510 -5.569  0.30
H: 2.595 -5.713 -4.827  0.32
H: 5.160 -5.660 -3.489  0.29
H: 3.457 -5.882 -2.954  0.32


A cluster of 8 separate species, C48H120N8 in total at a distorted geometry, computed with ωB97M-V with the def2-TZVPD basis set.

Values from the calculation:
HOMO: -7.5 eV
Energy above the lowest of the compared OMol25 structures with the same formula, charge and spin: 103.51 kcal/mol
Charge: 0
SMILES string: CCN(CC)CC.CCN(CC)CC.CCN(CC)CC.CCN(CC)CC.CCN(CC)CC.CCN(CC)CC.CCN(CC)CC.CCN(CC)CC
Total energy: -63636.2894 eV
HOMO-LUMO gap: 8.2 eV

Each line ends with the Mulliken charge.
Positions of all 176 atoms, in Å:
C: 5.631 -4.848 -2.213  -1.59
C: 4.814 -4.527 -1.012  0.18
N: 3.480 -5.138 -0.892  1.02
C: 2.640 -4.897 -2.037  -0.88
C: 1.132 -4.993 -1.762  -1.25
C: 3.504 -6.581 -0.578  -1.15
C: 4.220 -6.948 0.748  -1.22
H: 6.581 -4.339 -2.050  0.49
H: 5.375 -4.517 -3.220  0.30
H: 5.730 -5.932 -2.280  0.31
H: 5.419 -4.825 -0.156  0.00
H: 4.780 -3.439 -0.946  -0.17
H: 2.881 -3.897 -2.399  0.62
H: 2.918 -5.551 -2.864  0.35
H: 0.638 -5.956 -1.890  0.51
H: 0.801 -4.524 -0.836  0.05
H: 0.713 -4.519 -2.649  0.43
H: 4.159 -6.883 -1.396  0.63
H: 2.613 -7.137 -0.870  0.59
H: 5.245 -6.582 0.798  0.48
H: 4.276 -8.035 0.684  0.42
H: 3.723 -6.552 1.633  -0.06
C: -3.854 -2.036 -3.900  -1.11
C: -4.656 -1.146 -4.873  -0.79
N: -4.208 0.297 -4.955  0.88
C: -5.229 1.303 -5.297  -0.37
C: -5.992 1.001 -6.535  -1.43
C: -2.987 0.409 -5.738  -0.57
C: -2.252 1.786 -5.553  -1.22
H: -4.143 -3.078 -4.041  0.46
H: -4.061 -1.710 -2.880  0.16
H: -2.792 -1.923 -4.114  0.25
H: -4.712 -1.558 -5.880  0.42
H: -5.688 -1.292 -4.556  0.41
H: -5.885 1.396 -4.432  0.00
H: -4.714 2.252 -5.440  0.37
H: -6.648 0.189 -6.222  0.30
H: -6.681 1.824 -6.720  0.45
H: -5.303 0.713 -7.328  0.26
H: -3.164 0.073 -6.759  0.38
H: -2.296 -0.291 -5.267  0.26
H: -1.303 1.631 -6.067  0.45
H: -2.070 2.174 -4.551  0.09
H: -2.821 2.579 -6.040  0.40
C: 6.880 -3.914 5.170  -1.26
C: 6.406 -2.587 4.715  -0.42
N: 6.175 -2.664 3.238  0.27
C: 5.190 -3.582 2.727  -0.03
C: 3.816 -3.297 3.297  -0.01
C: 6.099 -1.310 2.663  -0.43
C: 6.424 -1.288 1.177  -0.86
H: 6.885 -3.944 6.260  0.40
H: 7.862 -4.129 4.748  0.33
H: 6.267 -4.734 4.796  0.24
H: 5.512 -2.250 5.240  0.34
H: 7.098 -1.796 5.004  0.46
H: 5.089 -3.513 1.644  -0.89
H: 5.329 -4.645 2.924  0.24
H: 3.069 -4.038 3.012  -0.18
H: 3.849 -3.377 4.384  0.32
H: 3.394 -2.310 3.111  0.13
H: 6.882 -0.759 3.184  0.47
H: 5.173 -0.793 2.917  0.27
H: 5.616 -1.821 0.676  -0.15
H: 7.380 -1.789 1.024  0.29
H: 6.538 -0.309 0.713  0.44
C: 2.506 -1.141 -0.076  -1.09
C: 1.114 -1.141 -0.637  -0.60
N: 0.444 0.132 -0.554  0.87
C: -0.991 0.233 -0.155  -0.16
C: -1.928 -0.107 -1.375  -0.34
C: 1.063 1.275 -1.048  -0.45
C: 1.485 1.088 -2.514  -1.35
H: 2.418 -0.917 0.987  0.29
H: 3.181 -0.424 -0.544  0.57
H: 2.965 -2.123 -0.190  0.06
H: 1.192 -1.384 -1.696  0.22
H: 0.502 -1.940 -0.221  0.34
H: -1.146 1.270 0.144  -0.61
H: -1.342 -0.290 0.734  0.09
H: -1.670 -1.146 -1.579  0.54
H: -1.775 0.540 -2.238  -0.22
H: -3.000 -0.051 -1.187  0.27
H: 0.394 2.135 -1.070  0.19
H: 1.933 1.484 -0.425  0.26
H: 2.358 0.487 -2.766  0.27
H: 0.646 0.679 -3.077  0.29
H: 1.549 2.080 -2.961  0.48
C: -0.223 -2.304 3.523  -1.46
C: 0.102 -3.583 2.659  0.00
N: 0.569 -4.761 3.328  0.18
C: -0.232 -5.054 4.514  -0.93
C: -1.578 -5.825 4.269  -1.22
C: 0.718 -5.820 2.328  0.26
C: 1.306 -7.126 2.884  -1.70
H: -0.489 -1.531 2.801  0.02
H: 0.659 -2.047 4.110  0.32
H: -1.167 -2.376 4.063  0.55
H: -0.782 -3.721 2.037  0.44
H: 1.008 -3.398 2.081  0.02
H: 0.466 -5.585 5.161  0.45
H: -0.295 -4.084 5.008  0.66
H: -2.311 -5.630 5.052  0.36
H: -1.987 -5.622 3.279  0.31
H: -1.504 -6.912 4.248  0.30
H: 1.366 -5.332 1.599  -0.17
H: -0.182 -6.190 1.838  0.56
H: 0.580 -7.749 3.407  0.34
H: 2.224 -6.962 3.449  0.30
H: 1.663 -7.575 1.957  0.46
C: -4.734 1.672 1.907  -0.45
C: -4.173 2.418 3.144  -1.10
N: -3.280 3.577 2.909  0.35
C: -1.930 3.289 2.499  0.05
C: -1.088 4.391 3.277  -1.46
C: -3.885 4.497 1.958  0.38
C: -4.922 5.382 2.659  -1.80
H: -3.905 1.587 1.204  0.00
H: -5.484 2.153 1.279  0.05
H: -4.988 0.630 2.102  0.52
H: -5.077 2.714 3.677  0.34
H: -3.659 1.795 3.877  0.54
H: -1.669 2.297 2.867  0.43
H: -1.703 3.390 1.438  -0.19
H: -1.179 5.392 2.855  0.30
H: -1.286 4.400 4.348  0.37
H: -0.044 4.130 3.107  0.37
H: -4.412 3.956 1.173  -0.50
H: -3.133 5.158 1.528  0.62
H: -5.309 6.258 2.139  0.35
H: -4.449 5.662 3.600  0.43
H: -5.823 4.807 2.868  0.35
C: -6.794 5.387 -0.496  -1.49
C: -5.660 4.831 -1.439  -0.50
N: -5.446 3.371 -1.340  0.97
C: -4.275 2.846 -2.093  0.00
C: -3.008 3.333 -1.413  -0.62
C: -6.734 2.627 -1.583  -0.75
C: -6.630 1.125 -1.339  -1.02
H: -6.574 6.415 -0.205  0.42
H: -6.684 4.920 0.482  0.27
H: -7.802 5.262 -0.892  0.36
H: -5.792 5.037 -2.501  0.54
H: -4.708 5.230 -1.090  0.22
H: -4.205 1.775 -2.280  -0.28
H: -4.301 3.368 -3.050  -0.07
H: -2.818 2.867 -0.446  -0.38
H: -2.191 2.890 -1.981  0.12
H: -2.900 4.399 -1.209  0.61
H: -7.102 2.766 -2.600  0.37
H: -7.364 3.026 -0.788  0.49
H: -7.364 0.517 -1.868  0.38
H: -6.620 0.932 -0.266  0.38
H: -5.699 0.664 -1.669  -0.03
C: 1.587 8.014 -0.011  -1.24
C: 1.631 6.528 -0.510  -0.46
N: 3.128 6.288 -0.595  0.09
C: 3.478 5.339 -1.715  0.00
C: 4.992 5.162 -1.844  -1.54
C: 3.661 5.877 0.696  -0.67
C: 3.043 4.678 1.368  -0.89
H: 0.529 8.250 0.096  0.42
H: 2.142 8.698 -0.654  0.29
H: 2.018 8.074 0.988  0.31
H: 1.064 5.778 0.042  0.22
H: 1.320 6.334 -1.536  0.40
H: 3.218 5.727 -2.700  0.50
H: 3.052 4.390 -1.391  0.00
H: 5.379 6.172 -1.709  0.41
H: 5.237 4.865 -2.864  0.40
H: 5.597 4.551 -1.175  0.30
H: 4.722 5.658 0.575  0.45
H: 3.553 6.725 1.372  0.21
H: 2.107 4.815 1.909  0.18
H: 3.059 3.818 0.698  0.18
H: 3.729 4.443 2.182  0.45


The molecule C3H4ClNOS at a distorted geometry, computed with ωB97M-V with the def2-TZVPD basis set.

Values from the calculation:
HOMO: -8.7 eV
Energy above the lowest of the compared OMol25 structures with the same formula, charge and spin: 36.94 kcal/mol
Charge: 0
SMILES string: C=C(O)/N=C\SCl
Total energy: -30069.2674 eV
HOMO-LUMO gap: 8.6 eV

Each line ends with the Mulliken charge.
Positions of all 11 atoms, in Å:
C: 1.123 1.172 -0.431  -0.02
C: -0.741 -0.765 1.224  -0.77
C: -0.731 -0.219 -0.007  0.63
N: -0.124 0.843 -0.479  -0.54
O: -1.612 -0.779 -0.940  -0.52
S: 2.387 0.076 0.275  0.10
Cl: 3.868 1.116 -0.567  -0.18
H: 1.548 2.138 -0.826  0.41
H: -0.148 -0.409 2.135  0.25
H: -1.381 -1.535 1.337  0.30
H: -1.618 -0.278 -1.730  0.33